Entry 1:
94
Properties=species:S:1:pos:R:3 method="wB97M-V/def2-TZVPD" charge=+1 e_lumo_ha=-0.108 orbital_gap_ev=7.383 homo_energy_ev=-10.32
O -0.30590 -1.43758 6.47615
H -2.96348 3.99740 4.79331
O -1.04084 3.94789 -3.57531
H 0.17223 4.68867 1.89593
H -0.42946 2.18099 0.98184
N -0.31407 3.91153 2.43792
H 3.78492 -4.34070 6.69250
H 3.14044 4.14211 3.75324
H -2.58811 1.42139 3.67401
C -1.25614 -0.98705 5.52279
H 0.76502 -2.84378 8.51657
H -2.05526 2.00070 -7.88075
P 0.92386 3.01592 3.35748
H -1.36891 -0.50076 -5.33936
H 1.18305 -5.22271 5.52240
H -2.22126 -1.48953 5.65038
O 3.02807 -2.89825 -4.80412
H -0.64327 -2.76344 9.53923
C 3.56181 -4.06444 -4.20067
C -0.46542 -4.41421 6.65738
H -0.36917 -0.33947 -2.61158
H -0.76198 -3.65481 5.93310
H 0.40846 2.37910 -6.23646
C -1.06340 3.09314 1.41208
C -0.83372 -1.54144 7.79927
O 0.23521 -1.79311 -5.48930
H -1.05946 -5.30398 6.41922
H -1.37762 0.09473 5.59906
O -0.86300 -4.03468 7.98118
C -2.44109 2.36991 -6.92685
H 0.24804 0.22096 -5.15427
H -1.93343 -1.55707 7.78725
C -2.35004 3.40284 -3.36362
H -3.41178 1.90410 -6.73277
C 1.01397 -4.79512 6.51432
H -0.37931 0.98675 -1.44239
H -2.82879 3.16272 -4.31156
H -1.90366 2.51316 -1.44950
C -1.01948 0.32581 -2.03701
H -0.94269 -3.38653 -5.97715
H 2.86793 -4.48830 8.22990
C 1.00924 -3.65157 -6.86258
H -1.22923 3.81297 0.47395
H -0.61688 3.83708 -6.24511
H -2.02875 5.34406 2.85958
H -2.59459 3.45221 -6.97054
H -2.93913 4.22150 -2.93228
O -1.56264 2.00627 -5.87560
C -0.17271 -2.77182 -6.44624
O -1.81508 1.06077 -2.95444
H 4.41973 -3.80256 -3.57577
H 0.61261 -4.46445 -7.48322
H 1.47442 -4.13529 -6.00521
C 2.70863 3.50489 2.85441
C 0.66084 1.12499 3.31999
H 1.26849 -5.54335 7.27369
O 1.84430 -3.63900 6.62197
H -0.60008 -2.29682 -7.34151
C -0.43679 2.87506 -5.75180
H 3.84709 -4.81228 -4.94646
H -3.44919 1.98786 -2.15781
H 2.13968 -1.17365 -6.67603
C -2.55035 2.58442 1.86586
H 4.34679 -3.30137 -6.37935
C 2.77713 -1.97739 -7.04602
H -0.59849 5.24426 4.12573
H 1.23424 0.68959 4.26782
C -0.10232 3.12043 -4.27461
H 3.39725 2.56314 2.74896
C -2.40893 2.22773 -2.38384
H 2.72566 4.19642 1.89780
H -0.50413 -0.66061 8.35270
H 4.40745 -1.66934 -5.66527
H 3.42667 -2.90478 7.68101
N -2.75985 2.39668 3.34591
H 0.06623 2.18778 -3.73518
O 1.99199 -2.99753 -7.67643
H 0.95265 0.59857 2.31586
H 3.37988 -1.53685 -7.84845
H -0.47540 0.91482 3.50548
H -2.70306 1.50975 1.36688
H -0.87965 -1.23655 4.52698
C -0.32288 -2.80823 8.49107
C -2.09068 3.44733 4.19502
H -1.65788 -0.27270 -1.38504
C -0.34183 -0.51479 -5.70779
H -1.43901 2.89462 5.01890
H -0.31247 -0.23743 -6.76724
C 3.04212 -3.87167 7.34318
H -3.38085 3.28793 1.42386
H 2.78432 -4.50451 -3.56921
H 0.84861 3.66419 -4.23783
C -1.27928 4.61027 3.37800
C 3.74386 -2.48394 -5.96759



Entry 2:
100
Properties=species:S:1:pos:R:3 method="wB97M-V/def2-TZVPD" relative_energy_kcal_mol=36.0 e_lumo_ha=0.005 orbital_gap_ev=8.507 homo_energy_ev=-8.37
H -3.97047 -3.83425 -3.03282
H -1.79062 3.53987 1.32003
C -2.21180 -2.67130 -2.59926
H -1.10315 -5.79503 -1.61614
H -2.17795 1.40892 -6.44164
F -2.14873 -0.99588 2.42542
H 0.81612 2.18467 -3.39787
H -0.58503 1.09055 -7.32571
S -2.00264 -5.74100 2.17613
H 2.18668 -0.18724 5.54855
H -0.41055 5.21977 0.58002
C -1.42263 -5.30668 -3.66415
H 1.35508 -4.60811 3.74947
H -0.38627 0.99023 -1.55947
H 3.26523 0.19332 3.59094
H -2.12482 4.86655 -5.36853
H -0.52043 4.29160 -2.90244
H 4.08710 2.48842 2.55210
C 2.94554 -0.53689 2.84006
H 0.32421 0.91858 4.39643
H 3.23895 -2.48011 4.84312
C 1.20885 -0.69340 5.53562
H 2.22322 5.46553 -0.14054
H -0.78141 -0.25185 5.02065
H 2.97663 -0.07169 1.85947
H 3.83688 4.20353 2.73911
F -0.97853 -0.35852 0.50836
H -2.26565 -4.95080 -4.26383
C 2.23964 -3.98685 3.87975
H -4.29078 -2.15137 -3.16801
H -0.52991 -4.76072 -3.95348
C -0.61209 4.19900 -3.98267
O -1.38262 -5.59038 0.83473
H -2.77117 -5.35551 -1.98714
H -0.62197 2.68878 -1.47007
H -0.58617 2.31610 1.18087
H 0.38873 -4.26163 0.04487
C -0.44989 2.61269 -5.75391
H -1.92090 1.62870 -2.05657
O -1.02612 -5.80073 3.24932
C -3.74162 -2.87353 -2.56636
H -0.07979 -2.23381 -1.26095
C 2.21804 5.56278 0.95645
C -1.09131 1.39070 -6.41016
Cd -2.38398 -3.96502 0.20707
H 0.63921 2.61142 -5.87646
H -1.92058 -2.61368 -3.65193
C 0.16591 4.32786 0.81527
B -1.64033 -1.36354 1.20240
K -1.12438 -3.16117 3.88514
C -0.74142 3.33131 1.54680
H 1.24750 7.13083 2.23792
H -1.41724 -6.37473 -3.88605
H -2.05471 -1.69707 -2.13605
N 1.40860 4.50840 1.54390
N 1.29227 -1.70695 4.47070
C 0.10650 0.32533 5.29073
C 1.70522 6.97477 1.25787
C 2.17657 -2.78107 4.85939
C -1.72592 -5.10490 -2.17754
H -0.90839 0.52587 -5.75491
H 0.32081 4.50666 -4.47381
O -2.88713 -6.87550 2.15225
H -1.38225 6.20304 -4.51137
O -2.71961 -4.42691 2.17339
H 1.85569 -3.67441 -0.74484
H 0.88006 -5.11192 -1.38932
H 2.53941 3.05462 0.67682
H -0.63758 3.39442 2.62933
C -0.24021 1.88426 -3.47907
H -0.00913 1.08368 6.05992
H -0.31881 0.89082 -3.92153
H 0.37008 3.84224 -0.15614
H 0.29847 -3.13746 -2.74241
C -0.07760 -3.22528 -1.71379
C 0.89061 -4.13269 -0.91599
C 1.58587 -1.12879 3.15518
H 2.49937 7.72078 1.21409
H 1.46898 2.45074 1.95132
H -0.81266 3.47298 -6.32369
H 3.70715 -1.31492 2.96318
H 1.07969 -1.13031 6.52639
H 0.91206 7.23149 0.55174
H -4.06654 -2.76139 -1.53061
H 2.68681 -3.63719 2.94879
C -0.84956 1.82695 -2.09392
C 2.14917 3.25713 1.69102
F -2.72540 -1.87392 0.39265
H 3.01892 3.00338 3.70688
H 0.82283 -0.42719 2.79902
N -1.48256 -3.65913 -1.80837
H 3.06639 -4.53445 4.34190
H 1.96941 -3.09564 5.88241
H 1.34724 -1.91117 2.42559
C 3.31288 3.24898 2.68009
C -1.70925 5.16600 -4.40392
N -0.93077 2.81964 -4.38128
F -0.78759 -2.44961 1.30590
H -2.54064 5.20964 -3.69742
H 3.24470 5.50975 1.31562



Entry 3:
99
Properties=species:S:1:pos:R:3 method="wB97M-V/def2-TZVPD" charge=+1 relative_energy_kcal_mol=61.6 e_lumo_ha=-0.130 orbital_gap_ev=8.014 homo_energy_ev=-11.56
H 2.96794 0.47869 2.04041
C -2.05105 3.93497 -2.72020
H -4.31886 -0.18092 0.90564
H 2.34534 -2.31795 1.46184
H 0.67960 -0.07124 -2.18097
H 5.80116 0.53636 5.50207
H -5.39274 2.41400 -3.27737
C -3.21376 1.97081 -3.37511
H -3.09711 0.99984 0.25125
H -5.88722 -5.50326 -2.52601
H -3.95116 -1.62662 5.44176
H -1.15125 -1.97377 -1.01121
C -4.09719 -0.32923 -1.30495
I 3.61857 2.88213 0.12762
H -7.68040 -4.24975 -1.81061
H -5.57035 -2.09846 4.88223
C -2.35203 -1.13950 0.57930
C 4.26938 -5.18252 0.67111
C 3.77514 1.27377 6.88638
H 4.95144 -0.01567 8.15245
C -2.28786 4.71901 -1.35440
H 5.62415 -3.77389 -0.24961
N -0.25941 0.70916 0.74390
H 5.12044 -5.10432 -1.31530
C 1.85327 1.67827 -0.43462
O -0.10315 1.98819 -7.43114
H 5.80439 1.44366 7.61690
H 7.16114 1.88940 0.95974
H -1.99839 -1.01932 1.66508
H -2.92822 4.12979 -0.61730
H -4.84365 -4.22172 -1.88376
B 2.79036 -0.70693 0.49889
O -3.21661 3.42408 -3.37388
H -2.54506 -3.77848 4.04748
H -5.20675 -3.90925 -4.34682
H 0.21472 3.83427 -5.51597
H -4.79813 -1.21898 -1.23598
H -0.41873 1.75145 -6.55052
H -2.92254 1.62453 -4.42148
H 1.07194 2.15287 1.58669
H -4.98230 0.64740 -3.84756
H -3.23655 -0.45141 -2.03551
O -0.94193 3.75505 -3.25018
H 3.07757 0.49261 6.57271
H -4.75046 1.83507 -0.88360
O -6.82502 -4.05700 -1.40634
H -1.28923 4.92635 -0.83528
O -2.60075 -2.94918 3.55595
C -4.72943 1.49139 -3.11961
C -0.25848 3.39583 -7.57717
H -1.32234 3.64214 -7.49966
H 0.08660 3.67101 -8.57546
C 0.62742 1.88801 0.55911
H -4.42540 -3.31790 5.48055
C 7.24613 2.15386 3.10069
H -2.47707 1.52964 -2.61055
C -5.81560 -4.42760 -2.33799
H -6.09804 0.76186 -1.48206
C -5.97914 -3.63985 -3.62251
C 5.39127 -4.84225 -0.28973
C -3.97406 -2.57404 3.50404
O 5.66626 -0.07533 6.24014
H 3.91443 1.94066 6.03031
C -0.16426 -0.29134 -0.29390
H -2.85326 -2.17436 0.55184
O 4.64232 -4.84144 2.00161
H 4.05466 -6.25248 0.64400
H -4.53016 -3.34796 2.96545
H 6.30396 -5.37789 -0.01822
O 2.49419 -2.12808 0.50282
H 5.64855 1.12304 2.66945
H -5.91839 -2.56639 -3.42387
H 4.82246 -3.89306 2.02001
C -3.46203 -0.08295 0.14210
H 2.96768 0.07399 -1.60453
N 0.91636 -0.46323 -1.25343
C 2.20588 0.15493 -0.74718
H 6.82379 3.53009 1.49480
H 3.32458 1.84138 7.70419
H 8.49489 2.92532 1.51265
H 3.35440 -4.64028 0.41215
C -4.99137 0.98928 -1.62688
C -4.51856 -2.39193 4.90661
H -2.77915 5.71384 -1.61883
H -4.04869 -1.64082 2.94059
C 7.45099 2.65505 1.68570
O 3.53276 -0.21450 1.62257
H 7.51462 2.92677 3.82315
H 7.86184 1.27044 3.29554
H 1.60305 3.86549 -6.59303
N -1.15306 -1.19375 -0.33338
H 0.03393 2.78803 0.20122
C 5.09722 0.66567 7.31210
C 0.54382 4.12441 -6.51775
H -6.95969 -3.82639 -4.06883
O 5.87633 1.81366 3.30649
H 0.43712 5.20668 -6.62252
H 1.52885 2.13967 -1.43837
H -0.21686 0.30936 1.69191